# 1
{"formula": "C18H46N2O6", "method": "ωB97M-V with the def2-TZVPD basis set", "elements": ["C", "C", "C", "C", "C", "C", "C", "C", "C", "N", "O", "H", "H", "H", "H", "H", "H", "H", "H", "H", "H", "H", "H", "H", "H", "H", "H", "H", "H", "H", "C", "C", "C", "C", "C", "C", "C", "C", "C", "N", "O", "H", "H", "H", "H", "H", "H", "H", "H", "H", "H", "H", "H", "H", "H", "H", "H", "H", "H", "H", "O", "H", "H", "O", "H", "H", "O", "H", "H", "O", "H", "H"], "positions_angstrom": [[4.253, 2.217, -0.614], [2.725, 2.136, -0.700], [2.110, 2.693, 0.594], [2.300, 3.067, -1.844], [0.909, 2.825, -2.414], [0.753, 1.339, -2.709], [1.040, 0.404, -1.531], [-0.102, 0.576, -0.512], [0.984, -1.012, -2.077], [2.344, 0.767, -1.011], [2.682, -0.115, 0.059], [4.625, 3.219, -0.811], [4.592, 1.852, 0.356], [4.645, 1.547, -1.383], [2.160, 1.963, 1.405], [2.732, 3.511, 0.975], [1.113, 3.100, 0.451], [2.312, 4.092, -1.447], [3.031, 3.176, -2.652], [0.127, 3.220, -1.757], [0.714, 3.337, -3.359], [1.439, 1.084, -3.525], [-0.246, 1.166, -3.120], [-0.124, 1.597, -0.134], [0.066, -0.017, 0.382], [-1.080, 0.412, -0.961], [1.624, -1.159, -2.953], [-0.046, -1.263, -2.313], [1.365, -1.772, -1.386], [3.469, -0.568, -0.262], [0.296, 0.731, 3.327], [-0.416, -0.578, 3.686], [0.407, -1.271, 4.807], [-1.825, -0.269, 4.148], [-2.747, -1.503, 4.197], [-2.722, -2.184, 2.822], [-1.309, -2.586, 2.426], [-0.818, -3.776, 3.255], [-1.390, -3.060, 0.978], [-0.478, -1.374, 2.430], [0.849, -1.670, 2.021], [0.307, 1.430, 4.164], [-0.248, 1.197, 2.502], [1.323, 0.506, 3.047], [0.661, -2.296, 4.572], [-0.129, -1.255, 5.759], [1.341, -0.733, 4.969], [-1.901, 0.246, 5.105], [-2.320, 0.362, 3.397], [-3.761, -1.133, 4.366], [-2.457, -2.177, 5.007], [-3.078, -1.394, 2.155], [-3.396, -3.039, 2.845], [-0.942, -3.598, 4.325], [-1.473, -4.640, 3.111], [0.214, -4.021, 3.019], [-0.426, -3.219, 0.480], [-1.877, -4.040, 0.911], [-1.926, -2.443, 0.247], [0.984, -1.016, 1.325], [-1.134, 2.482, -5.769], [-1.561, 2.426, -6.628], [-0.806, 1.585, -5.612], [-0.403, -0.261, -5.592], [-0.979, -0.903, -6.020], [0.488, -0.505, -5.863], [-2.597, -0.837, -3.266], [-2.002, -0.302, -3.806], [-2.224, -0.807, -2.380], [-3.833, 0.910, -5.413], [-4.215, 0.084, -5.099], [-3.989, 1.539, -4.702]], "lowdin_charge": [-0.03, -0.52, -0.03, -0.14, -0.17, -0.15, -0.51, 0.00, -0.02, -0.08, -0.01, 0.08, 0.08, 0.09, 0.07, 0.09, 0.07, 0.12, 0.12, 0.11, 0.11, 0.12, 0.10, 0.06, 0.05, 0.08, 0.09, 0.07, 0.08, 0.11, -0.04, -0.50, -0.01, -0.15, -0.18, -0.14, -0.52, -0.03, -0.05, -0.09, -0.03, 0.09, 0.08, 0.07, 0.06, 0.08, 0.08, 0.12, 0.12, 0.11, 0.10, 0.12, 0.12, 0.07, 0.09, 0.09, 0.08, 0.08, 0.08, 0.04, -0.08, 0.03, -0.03, -0.04, 0.07, 0.07, -0.06, 0.00, 0.01, -0.06, 0.03, 0.04], "relative_energy_kcal_mol": 4.8, "homo_energy_ev": -8.43, "lumo_energy_ev": 0.259, "smiles": "CC1(C)CCCC(C)(C)N1O.CC1(C)CCCC(C)(C)N1O.O.O.O.O"}

# 2
{"formula": "C6H7NO", "method": "ωB97M-V with the def2-TZVPD basis set", "elements": ["C", "C", "N", "C", "C", "O", "C", "C", "H", "H", "H", "H", "H", "H", "H"], "positions_angstrom": [[-0.323, 0.340, -0.281], [0.482, 1.373, 0.463], [1.469, 0.941, 1.209], [0.319, -0.979, -0.593], [0.612, -1.374, -1.820], [-0.952, 0.883, -1.418], [-1.276, 0.226, 0.872], [-2.125, 0.018, 1.697], [-1.004, 1.836, -1.284], [1.719, -0.036, 1.367], [1.973, 1.609, 1.775], [0.544, -1.597, 0.268], [1.078, -2.328, -2.009], [0.350, -0.773, -2.674], [-2.864, -0.139, 2.429]], "lowdin_charge": [-0.59, -0.04, 0.08, -0.11, 0.04, -0.01, -0.08, 0.16, 0.09, 0.11, 0.10, 0.11, 0.06, 0.06, 0.02], "relative_energy_kcal_mol": 104.3, "homo_energy_ev": -8.53, "lumo_energy_ev": 0.902}

# 3
{"formula": "C14H23LiN3O5", "method": "ωB97M-V with the def2-TZVPD basis set", "elements": ["C", "C", "H", "H", "C", "C", "H", "H", "C", "H", "H", "H", "C", "H", "H", "H", "Li", "O", "C", "O", "C", "O", "N", "C", "C", "H", "H", "H", "H", "C", "C", "H", "H", "H", "C", "O", "C", "O", "N", "N", "H", "H", "H", "H", "H", "H"], "positions_angstrom": [[-0.474, -2.255, -2.766], [-1.195, -1.339, -3.702], [-1.014, -3.203, -2.712], [0.494, -2.515, -3.208], [-1.432, -0.039, -3.390], [-0.924, 0.580, -2.125], [-1.753, 0.722, -1.427], [-0.559, 1.586, -2.345], [-1.638, -1.964, -4.979], [-1.254, -2.978, -5.070], [-1.334, -1.407, -5.859], [-2.728, -2.046, -5.008], [-2.201, 0.888, -4.268], [-3.160, 0.485, -4.577], [-1.637, 1.118, -5.177], [-2.379, 1.840, -3.770], [0.022, 0.181, 2.904], [-0.025, -0.275, 0.913], [0.484, 0.264, -0.080], [1.328, 1.636, 2.360], [1.755, 1.893, 1.243], [2.643, 2.841, 1.040], [1.394, 1.290, 0.036], [3.078, 2.848, -0.350], [2.046, 1.996, -1.082], [4.078, 2.426, -0.375], [3.104, 3.880, -0.679], [2.511, 1.299, -1.770], [1.317, 2.601, -1.616], [0.173, -0.238, -1.457], [-0.279, -1.706, -1.366], [1.067, -0.195, -2.077], [-1.215, -1.739, -0.809], [0.439, -2.317, -0.818], [1.356, -1.826, 6.657], [0.293, -0.998, 6.352], [0.008, -0.497, 5.122], [0.659, -0.836, 4.130], [-1.049, 0.379, 4.990], [-1.451, 0.846, 3.732], [1.985, -1.333, 7.428], [1.992, -2.047, 5.774], [0.968, -2.779, 7.070], [-1.606, 0.627, 5.821], [-2.387, 0.419, 3.550], [-1.500, 1.889, 3.742]], "lowdin_charge": [-0.15, -0.24, 0.13, 0.13, -0.24, -0.11, 0.14, 0.11, -0.05, 0.08, 0.08, 0.09, -0.05, 0.08, 0.09, 0.08, 0.62, 0.04, -0.33, 0.07, -0.47, 0.10, 0.10, -0.06, -0.06, 0.14, 0.14, 0.13, 0.13, -0.23, -0.13, 0.15, 0.13, 0.13, -0.06, -0.01, -0.48, 0.01, 0.00, -0.01, 0.11, 0.11, 0.11, 0.18, 0.14, 0.14], "relative_energy_kcal_mol": 0.0, "homo_energy_ev": -10.85, "total_charge": 1, "lumo_energy_ev": -2.473}

# 4
{"formula": "C43H46Li2O19S", "method": "ωB97M-V with the def2-TZVPD basis set", "elements": ["Li", "Li", "S", "O", "O", "O", "O", "C", "O", "H", "H", "H", "H", "C", "C", "C", "C", "C", "C", "O", "O", "H", "H", "H", "H", "H", "H", "C", "C", "C", "C", "C", "C", "O", "O", "H", "H", "H", "H", "H", "H", "C", "C", "C", "C", "C", "C", "O", "O", "H", "H", "H", "H", "H", "H", "C", "C", "C", "C", "C", "C", "O", "O", "H", "H", "H", "H", "H", "H", "C", "C", "C", "C", "C", "C", "O", "O", "H", "H", "H", "H", "H", "H", "C", "C", "C", "C", "C", "C", "O", "O", "H", "H", "H", "H", "H", "H", "C", "C", "C", "C", "C", "C", "O", "O", "H", "H", "H", "H", "H", "H"], "positions_angstrom": [[1.338, -3.293, 0.693], [3.290, 2.163, -0.310], [1.110, -0.221, 0.234], [1.761, -1.478, 0.383], [2.058, 0.827, 0.187], [0.339, -0.168, -0.907], [0.181, -0.080, 1.336], [2.428, 4.619, -2.499], [2.596, 3.478, -1.746], [1.504, 4.778, -2.994], [3.280, 4.581, -3.252], [2.543, 5.609, -1.870], [1.690, 2.851, -1.899], [2.336, -2.218, -4.949], [3.452, -1.937, -5.831], [4.068, -0.652, -5.583], [3.718, 0.162, -4.486], [2.620, -0.209, -3.667], [1.961, -1.425, -3.872], [0.971, -1.803, -2.931], [5.058, -0.329, -6.461], [1.668, -3.146, -5.070], [3.644, -2.447, -6.703], [4.115, 1.226, -4.155], [2.418, 0.252, -2.821], [0.733, -1.092, -2.285], [5.666, 0.424, -6.390], [-0.913, 3.589, -4.231], [-2.103, 3.951, -4.862], [-3.332, 3.502, -4.378], [-3.392, 2.559, -3.291], [-2.261, 2.078, -2.756], [-1.021, 2.509, -3.203], [0.144, 2.117, -2.546], [-4.457, 3.863, -5.101], [0.049, 3.885, -4.362], [-2.152, 4.547, -5.719], [-4.331, 2.147, -3.057], [-2.231, 1.344, -1.889], [0.056, 1.140, -2.264], [-5.151, 4.094, -4.533], [-3.417, 0.680, 1.451], [-4.604, 1.463, 1.684], [-5.388, 1.387, 2.780], [-5.097, 0.377, 3.709], [-3.826, -0.260, 3.596], [-3.017, -0.174, 2.512], [-1.859, -1.009, 2.447], [-6.562, 2.046, 2.907], [-3.056, 0.743, 0.386], [-4.665, 2.031, 0.874], [-5.936, 0.065, 4.597], [-3.791, -0.909, 4.263], [-1.142, -0.654, 1.898], [-6.794, 2.137, 3.835], [0.654, -3.643, 5.639], [0.347, -4.584, 6.582], [-0.973, -4.951, 6.735], [-2.013, -4.534, 5.870], [-1.705, -3.627, 4.911], [-0.339, -3.073, 4.867], [-0.017, -2.115, 3.976], [-1.368, -5.802, 7.733], [1.671, -3.145, 5.552], [1.114, -5.215, 7.122], [-2.901, -4.853, 5.898], [-2.534, -3.347, 4.280], [-0.656, -1.978, 3.312], [-2.308, -5.682, 8.111], [-0.843, 2.761, 3.335], [-1.322, 3.975, 3.771], [-0.953, 4.440, 5.005], [-0.041, 3.800, 5.888], [0.463, 2.614, 5.424], [0.042, 2.094, 4.108], [0.571, 0.901, 3.747], [-1.603, 5.573, 5.445], [-1.155, 2.251, 2.440], [-2.067, 4.516, 3.158], [0.271, 4.281, 6.796], [1.068, 2.127, 6.105], [0.589, 0.647, 2.887], [-2.221, 5.994, 4.926], [-3.600, -2.700, -1.967], [-4.452, -2.826, -3.090], [-4.010, -2.471, -4.396], [-2.803, -1.684, -4.510], [-2.047, -1.373, -3.319], [-2.456, -1.821, -2.075], [-1.798, -1.595, -1.005], [-4.753, -2.351, -5.527], [-3.751, -3.034, -1.032], [-5.572, -3.245, -2.930], [-2.555, -1.015, -5.514], [-1.365, -0.563, -3.383], [-0.911, -0.948, -0.966], [-5.417, -2.765, -5.437], [7.570, -1.520, -0.001], [6.580, -1.520, 1.012], [5.286, -1.526, 0.595], [4.815, -1.329, -0.715], [5.883, -1.384, -1.717], [7.205, -1.423, -1.335], [8.126, -1.591, -2.311], [4.367, -1.365, 1.542], [8.747, -1.545, 0.138], [6.809, -1.555, 2.022], [3.851, -1.469, -1.042], [5.677, -1.354, -2.748], [8.964, -1.632, -2.021], [3.540, -1.542, 1.211]], "lowdin_charge": [0.85, 0.78, 0.18, -0.38, -0.34, -0.31, -0.29, -0.19, -0.26, 0.04, 0.10, 0.12, 0.15, 0.00, 0.04, -0.32, -0.01, -0.04, -0.29, -0.01, 0.02, 0.14, 0.08, 0.15, 0.04, 0.03, 0.12, 0.04, -0.01, -0.27, -0.01, -0.05, -0.24, -0.04, 0.05, 0.06, 0.10, 0.11, 0.14, 0.10, 0.07, 0.03, -0.01, -0.37, 0.02, -0.02, -0.24, -0.02, 0.04, 0.12, 0.06, 0.18, 0.02, 0.01, 0.10, -0.05, -0.04, -0.32, -0.03, 0.02, -0.29, 0.05, -0.01, 0.14, 0.14, 0.04, 0.11, 0.02, 0.15, -0.04, -0.04, -0.31, -0.01, 0.02, -0.28, 0.07, 0.04, 0.11, 0.13, 0.11, 0.08, -0.02, 0.05, 0.00, -0.03, -0.31, 0.02, -0.04, -0.41, 0.01, 0.12, 0.06, 0.15, 0.17, 0.07, 0.10, -0.08, 0.00, 0.00, -0.36, 0.04, 0.03, -0.36, 0.08, 0.07, 0.16, 0.10, 0.07, 0.09, 0.03, 0.00], "relative_energy_kcal_mol": 13.5, "homo_energy_ev": -7.13, "lumo_energy_ev": -1.218}

# 5
{"formula": "C6H8N2O2", "method": "ωB97M-V with the def2-TZVPD basis set", "elements": ["O", "C", "C", "C", "N", "C", "O", "N", "H", "H", "H", "H", "C", "C", "H", "H", "H", "H"], "positions_angstrom": [[-1.016, -1.051, -1.913], [-0.194, -0.718, -1.109], [-0.100, -1.293, 0.272], [0.786, -0.652, 1.085], [1.583, 0.416, 0.740], [1.295, 1.196, -0.379], [1.883, 2.241, -0.550], [0.526, 0.486, -1.296], [-0.576, -2.191, 0.714], [1.073, -1.092, 2.030], [2.241, 0.931, 1.406], [0.221, 1.000, -2.099], [-2.250, 0.207, 1.745], [-2.179, -0.915, 1.047], [-2.471, 0.191, 2.801], [-2.088, 1.179, 1.292], [-2.310, -1.883, 1.515], [-1.930, -0.920, -0.023]], "lowdin_charge": [0.09, -0.45, -0.09, -0.09, 0.11, -0.51, 0.08, 0.21, 0.12, 0.13, 0.20, 0.16, -0.06, -0.12, 0.05, 0.06, 0.08, 0.04], "relative_energy_kcal_mol": 48.6, "homo_energy_ev": -8.53, "lumo_energy_ev": 0.366, "smiles": "O=c1cc[nH]c(=O)[nH]1.C=C"}

# 6
{"formula": "C34H29NO4S3Sb3Tc", "method": "ωB97M-V with the def2-TZVPD basis set", "elements": ["Tc", "O", "C", "O", "C", "C", "C", "C", "C", "N", "C", "O", "O", "H", "H", "H", "C", "C", "C", "Sb", "C", "C", "C", "C", "C", "C", "C", "C", "C", "C", "C", "C", "Sb", "C", "C", "C", "C", "C", "C", "C", "C", "C", "C", "C", "C", "H", "H", "H", "H", "H", "H", "H", "H", "H", "H", "H", "H", "H", "H", "H", "H", "H", "H", "H", "H", "H", "H", "H", "H", "H", "H", "S", "Sb", "S", "S"], "positions_angstrom": [[-0.334, -0.558, -0.106], [-0.534, 2.572, 2.460], [-0.433, 1.503, 1.922], [-0.244, 1.302, 0.627], [-0.535, 0.201, 2.686], [-0.556, 0.029, 4.053], [-0.561, -1.266, 4.559], [-0.567, -2.349, 3.690], [-0.580, -2.092, 2.336], [-0.548, -0.847, 1.867], [-0.476, -3.096, 1.233], [-0.261, -4.287, 1.493], [-0.523, -2.606, 0.040], [-0.558, 0.904, 4.690], [-0.537, -1.428, 5.628], [-0.538, -3.376, 4.028], [1.038, 1.550, -3.441], [0.051, 2.730, -3.354], [0.006, 3.321, -1.936], [-1.863, 3.922, -0.990], [-2.596, 1.997, -0.318], [-2.375, 0.766, -0.943], [-2.671, -0.434, -0.304], [-3.226, -0.419, 0.974], [-3.495, 0.793, 1.586], [-3.172, 1.992, 0.949], [-3.114, 4.187, -2.735], [-3.697, 3.159, -3.474], [-4.509, 3.443, -4.567], [-4.750, 4.759, -4.939], [-4.179, 5.792, -4.212], [-3.372, 5.505, -3.119], [0.086, -0.257, -2.773], [-1.390, -0.339, -4.315], [-1.171, 0.246, -5.560], [-2.132, 0.153, -6.557], [-3.321, -0.526, -6.320], [-3.548, -1.112, -5.084], [-2.586, -1.018, -4.087], [1.326, -1.792, -3.553], [0.978, -3.109, -3.270], [1.759, -4.153, -3.748], [2.895, -3.884, -4.501], [3.243, -2.571, -4.783], [2.461, -1.526, -4.311], [1.929, 1.718, -2.836], [1.358, 1.389, -4.470], [-0.935, 2.401, -3.691], [0.350, 3.502, -4.067], [0.610, 4.227, -1.871], [0.430, 2.617, -1.217], [-2.014, 0.737, -1.961], [-2.506, -1.378, -0.813], [-3.458, -1.349, 1.478], [-3.937, 0.814, 2.574], [-3.346, 2.929, 1.468], [-3.546, 2.121, -3.201], [-4.956, 2.631, -5.124], [-5.392, 4.977, -5.784], [-4.368, 6.822, -4.490], [-2.942, 6.324, -2.550], [-0.246, 0.770, -5.767], [-1.953, 0.615, -7.520], [-4.067, -0.600, -7.102], [-4.472, -1.644, -4.894], [-2.768, -1.491, -3.129], [0.097, -3.330, -2.677], [1.484, -5.177, -3.529], [3.509, -4.699, -4.862], [4.132, -2.360, -5.367], [2.746, -0.502, -4.525], [2.820, -5.839, 2.017], [1.879, -4.652, 0.393], [2.477, -2.351, 1.295], [1.976, -0.952, -0.112]], "lowdin_charge": [0.99, 0.11, -0.55, -0.25, -0.15, 0.04, -0.01, 0.04, -0.21, -0.03, -0.68, -0.15, -0.25, 0.13, 0.12, 0.14, -0.34, -0.35, -0.38, 1.51, -0.38, -0.24, -0.22, -0.08, -0.07, -0.13, -0.40, -0.13, -0.09, -0.09, -0.10, -0.16, 1.50, -0.35, -0.11, -0.07, -0.08, -0.08, -0.13, -0.39, -0.15, -0.10, -0.08, -0.08, -0.12, 0.07, 0.04, 0.06, 0.11, 0.04, 0.02, 0.00, 0.09, 0.12, 0.12, 0.10, 0.08, 0.10, 0.10, 0.10, 0.08, 0.10, 0.11, 0.10, 0.11, 0.09, 0.09, 0.10, 0.10, 0.10, 0.09, -0.22, 0.68, -0.06, -0.01], "relative_energy_kcal_mol": 21.5, "homo_energy_ev": [-7.30, -7.47], "multiplicity": 3, "s2": 2.019, "lumo_energy_ev": [-0.751, -1.130]}

# 7
{"formula": "C3HF2NO", "method": "ωB97M-V with the def2-TZVPD basis set", "elements": ["C", "C", "C", "N", "O", "F", "F", "H"], "positions_angstrom": [[0.796, 1.397, 0.144], [-0.224, 0.396, 0.538], [-0.306, -0.876, -0.310], [1.666, 2.097, -0.102], [-1.068, 0.620, 1.395], [0.513, -1.792, 0.183], [0.064, -0.610, -1.552], [-1.440, -1.233, -0.296]], "lowdin_charge": [-0.14, -0.31, -0.40, 0.17, 0.26, 0.12, 0.11, 0.20], "relative_energy_kcal_mol": 0.0, "homo_energy_ev": [-8.55, -12.68], "multiplicity": 3, "s2": 2.011, "lumo_energy_ev": [0.730, -4.294]}

# 8
{"formula": "C4H5N3", "method": "ωB97M-V with the def2-TZVPD basis set", "elements": ["N", "C", "C", "C", "N", "C", "N", "H", "H", "H", "H", "H"], "positions_angstrom": [[2.801, -0.941, 0.932], [1.832, -0.593, 0.403], [0.648, -0.118, -0.331], [-0.707, -0.981, -0.346], [-1.761, -0.044, 0.019], [-1.208, 1.065, 0.302], [0.164, 1.175, 0.147], [0.978, 0.006, -1.373], [-0.805, -1.300, -1.381], [-0.830, -1.887, 0.269], [-1.763, 1.947, 0.605], [0.698, 1.709, 0.817]], "lowdin_charge": [0.15, -0.17, -0.27, -0.15, 0.03, -0.23, 0.03, 0.14, 0.10, 0.12, 0.12, 0.13], "relative_energy_kcal_mol": 34.0, "homo_energy_ev": -9.53, "lumo_energy_ev": 0.727, "smiles": "N#C[C@H]1CN=CN1"}